# 1
Density functional theory data (wB97M-V/def2-TZVPD) for C40H50Br3MgN3O5S as an isolated structure.

Geometry (Å):
Mg (0.6564, -0.3396, 0.8459)
Br (-2.2217, -1.9492, 3.7004)
C (-3.1090, -0.5820, 2.7308)
C (-4.3683, -0.1806, 3.1394)
C (-4.9861, 0.8618, 2.4890)
Br (-6.6793, 1.4451, 3.1556)
C (-4.4034, 1.4948, 1.3759)
C (-4.9545, 2.6438, 0.7334)
C (-4.2141, 3.2776, -0.2696)
C (-3.0834, 2.6956, -0.7645)
N (-2.6361, 1.4886, -0.2854)
C (-3.1650, 0.9816, 0.9176)
C (-2.4107, 0.0250, 1.6650)
O (-1.1871, -0.2698, 1.4125)
H (-4.8407, -0.6603, 3.9848)
H (-5.8809, 3.0630, 1.0936)
H (-4.5336, 4.2281, -0.6775)
H (-2.5055, 3.1139, -1.5787)
C (-0.1093, -5.1476, -5.7992)
C (1.2621, -4.7906, -5.2078)
C (1.9868, -6.0840, -4.8085)
C (2.0857, -4.1053, -6.2982)
C (1.0761, -3.8979, -3.9825)
C (1.5631, -2.6048, -3.9057)
C (1.3421, -1.8435, -2.7705)
Br (1.9987, -0.0625, -2.7254)
C (0.6294, -2.2983, -1.6461)
O (0.3921, -1.5409, -0.6288)
C (0.1396, -3.6415, -1.7222)
C (0.3736, -4.3775, -2.8711)
C (-0.6363, -4.2305, -0.5396)
C (-1.0821, -5.6722, -0.8067)
C (0.2552, -4.2553, 0.7119)
C (-1.9057, -3.4093, -0.2626)
H (0.0023, -5.8093, -6.6642)
H (-0.6322, -4.2438, -6.1181)
H (-0.7367, -5.6515, -5.0628)
H (2.1366, -6.7263, -5.6820)
H (1.4160, -6.6470, -4.0689)
H (2.9614, -5.8557, -4.3731)
H (2.1987, -4.7790, -7.1517)
H (3.0829, -3.8437, -5.9390)
H (1.6005, -3.1933, -6.6509)
H (2.1169, -2.1570, -4.7191)
H (-0.0123, -5.3873, -2.9186)
H (-0.2319, -6.3395, -0.9704)
H (-1.7496, -5.7395, -1.6699)
H (-1.6285, -6.0363, 0.0661)
H (1.1413, -4.8702, 0.5361)
H (-0.2991, -4.6800, 1.5536)
H (0.5897, -3.2613, 0.9949)
H (-2.5558, -3.4090, -1.1432)
H (-1.6657, -2.3830, 0.0048)
H (-2.4590, -3.8522, 0.5702)
C (-4.2915, -0.4125, -1.8380)
C (-3.0172, 0.2124, -2.3961)
C (-2.3147, -0.7344, -3.3639)
C (-2.0425, 0.5884, -1.2758)
H (-4.9796, -0.6751, -2.6463)
H (-4.8098, 0.2670, -1.1592)
H (-4.0551, -1.3248, -1.2831)
H (-3.2927, 1.1262, -2.9368)
H (-2.0572, -1.6731, -2.8665)
H (-1.3845, -0.3043, -3.7411)
H (-2.9569, -0.9694, -4.2168)
H (-1.7105, -0.3142, -0.7725)
H (-1.1554, 1.0673, -1.7015)
C (1.0588, 6.8451, -0.3746)
C (0.7832, 5.4991, -1.0318)
C (2.0383, 4.6455, -1.1838)
N (2.5959, 4.2024, 0.0779)
C (2.2102, 3.1053, 0.7527)
S (0.9001, 2.1682, 0.1644)
N (2.8419, 2.8386, 1.8896)
C (4.0435, 3.5189, 2.3642)
O (5.0931, 2.8443, 2.4212)
C (3.9051, 4.8838, 2.7335)
C (2.6528, 5.5613, 2.8521)
C (2.5949, 6.8861, 3.2227)
C (3.7552, 7.6224, 3.4975)
C (4.9919, 6.9649, 3.4088)
C (5.0766, 5.6416, 3.0480)
H (0.1425, 7.4274, -0.2619)
H (1.7604, 7.4364, -0.9708)
H (1.4959, 6.7153, 0.6174)
H (0.3509, 5.6449, -2.0274)
H (0.0540, 4.9294, -0.4517)
H (2.8198, 5.2196, -1.6905)
H (1.8200, 3.7652, -1.7875)
H (3.3062, 4.7660, 0.5257)
H (2.6537, 1.9254, 2.3085)
H (1.7341, 5.0139, 2.6749)
H (1.6235, 7.3620, 3.3126)
H (3.6970, 8.6642, 3.7864)
H (5.9042, 7.5096, 3.6330)
H (6.0320, 5.1369, 2.9910)
C (3.4697, 0.0511, 4.2086)
O (2.4750, 0.2248, 3.1953)
C (2.2320, -0.8414, 2.2931)
O (2.8428, -1.8730, 2.4667)
H (3.0727, 0.4718, 5.1333)
H (4.3742, 0.5891, 3.9209)
H (3.6912, -1.0065, 4.3414)

Results
* relative energy (zero: lowest compared OMol25 entry of this formula, charge and spin): 0.00 kJ/mol
* LUMO level (alpha / beta): 3.74 / 3.74 eV
* net charge: -2
* orbital gap (alpha / beta): 5.3 / 4.1 eV
* E_HOMO (alpha / beta): -0.056 / -0.014 hartree

Results of the Löwdin charge analysis, in e, for atoms 1 through 2: atom 1 (Mg): 0.507, atom 2 (Br): 0.737

=====

# 2
Density functional theory data (wB97M-V/def2-TZVPD) for C40H50CaF12N6O23S4 as an isolated structure.

Geometry (Å):
Ca (0.1252, -1.7859, -3.4878)
C (-3.7140, -0.6376, -1.9108)
F (-4.4309, 0.2551, -1.1589)
F (-3.4371, -1.6668, -1.1695)
F (-4.3822, -1.1324, -2.9460)
S (-2.0500, 0.2242, -2.4098)
O (-1.8839, 0.0549, -3.8532)
O (-2.3332, 1.6482, -2.1246)
N (-0.7118, -0.7080, -1.7098)
S (-0.6853, -0.0014, -0.2863)
O (-0.0512, 1.3004, -0.1998)
O (-1.9161, -0.1507, 0.4669)
C (0.5897, -1.1921, 0.6550)
F (1.6439, -1.5755, -0.1211)
F (1.0333, -0.5532, 1.7852)
F (-0.0421, -2.3012, 1.0630)
C (0.6115, 2.4568, -4.4534)
F (-0.5008, 2.5812, -5.2080)
F (1.2649, 3.6399, -4.5594)
F (0.2896, 2.0888, -3.1861)
S (1.7390, 0.9987, -5.0295)
O (2.3995, 1.3554, -6.2986)
O (2.6346, 0.6463, -3.9532)
N (0.7567, -0.4062, -5.1601)
S (-0.0439, -0.3283, -6.4925)
O (-1.2611, -1.1772, -6.4237)
O (-0.3136, 0.9593, -7.0541)
C (1.0781, -1.4262, -7.6743)
F (2.4283, -1.1072, -7.7529)
F (0.9989, -2.7128, -7.3187)
F (0.5746, -1.3907, -8.9695)
C (1.3980, 0.4229, 4.9695)
C (0.8359, -0.2175, 6.2196)
C (1.5149, -1.5966, 6.6454)
O (1.5218, -1.4626, 8.0163)
C (1.3735, -0.2291, 8.3728)
O (1.2555, 0.1712, 9.5198)
O (1.2514, 0.5438, 7.3459)
H (2.4750, 0.2552, 4.9834)
H (1.2014, 1.4916, 5.0546)
H (0.9710, -0.1179, 4.1249)
H (-0.2540, -0.2098, 6.2105)
H (2.5176, -1.5995, 6.2180)
H (0.9447, -2.4370, 6.2497)
C (4.0732, -5.2447, -0.5316)
C (2.7428, -5.8909, -0.4831)
C (1.8266, -5.7266, 0.6714)
O (0.8143, -4.8698, 0.2699)
C (0.8614, -4.6219, -1.0465)
O (0.4402, -3.6609, -1.6921)
O (1.8283, -5.4377, -1.4699)
H (4.7158, -5.5845, 0.2806)
H (3.9812, -4.1649, -0.6478)
H (4.4765, -5.6209, -1.4718)
H (2.8798, -6.9617, -0.6343)
H (2.1809, -5.1068, 1.4950)
H (1.2861, -6.6410, 0.9163)
C (-3.6891, -1.1057, 3.6327)
C (-4.9536, -1.6841, 3.0068)
C (-6.3256, -0.9180, 3.2730)
O (-7.1467, -1.3548, 2.1708)
C (-6.2886, -1.8415, 1.2229)
O (-6.5725, -2.1301, 0.0639)
O (-5.0118, -1.7193, 1.6122)
H (-3.9478, -0.7080, 4.6141)
H (-3.3323, -0.2514, 3.0573)
H (-2.9060, -1.8467, 3.7932)
H (-4.9941, -2.7309, 3.3077)
H (-6.0945, 0.1468, 3.2435)
H (-6.7998, -1.1702, 4.2216)
C (-3.8308, 1.9866, -5.8885)
C (-3.6517, 3.4947, -5.6436)
C (-2.7787, 4.1748, -6.7110)
O (-3.5937, 4.8732, -7.5804)
C (-4.8629, 4.6546, -7.1843)
O (-5.8839, 5.1021, -7.8489)
O (-4.8832, 4.0532, -5.9669)
H (-3.5331, 1.6515, -6.8821)
H (-4.7663, 1.4815, -5.6485)
H (-3.0269, 1.4093, -5.4319)
H (-3.4169, 3.5200, -4.5795)
H (-2.3238, 3.4739, -7.4109)
H (-2.0132, 4.8134, -6.2704)
C (5.4305, -1.8253, -0.5992)
C (5.9303, -0.3670, -0.6483)
C (6.9716, 0.0304, 0.3691)
O (8.1076, 0.1910, -0.3796)
C (7.8471, 0.2269, -1.6844)
O (8.6265, 0.3603, -2.6104)
O (6.5515, -0.0135, -1.8445)
H (5.3261, -2.2787, -1.5850)
H (4.4741, -1.8193, -0.0763)
H (6.1307, -2.3923, 0.0142)
H (5.0556, 0.2825, -0.6827)
H (6.9859, -0.6088, 1.2519)
H (6.6829, 0.9083, 0.9471)
N (-2.2256, 3.6343, 1.9736)
C (-2.1030, 2.2885, 2.0734)
C (-1.3194, 1.9331, 3.1951)
C (-0.9935, 3.1513, 3.7183)
C (-1.4997, 4.2101, 2.9806)
H (-2.7795, 4.1649, 1.3166)
H (-2.6765, 1.7290, 1.3492)
H (-1.1259, 0.9183, 3.5102)
H (-0.4156, 3.1313, 4.6304)
H (-1.5209, 5.2351, 3.3201)
N (-1.8507, 4.3557, -1.3610)
C (-3.1418, 4.6087, -1.6196)
C (-3.4176, 5.7778, -0.8535)
C (-2.3370, 6.1418, -0.0957)
C (-1.3286, 5.2695, -0.4972)
H (-1.2935, 3.5874, -1.7065)
H (-3.6500, 4.0419, -2.3856)
H (-4.3564, 6.3116, -0.8441)
H (-2.0193, 6.9929, 0.4883)
H (-0.2671, 5.3178, -0.3039)
N (1.8583, 2.6872, 1.8736)
C (2.9127, 1.9421, 1.3715)
C (3.9779, 2.1162, 2.2569)
C (3.6170, 2.8823, 3.3200)
C (2.2964, 3.1866, 2.9971)
H (0.9127, 2.6396, 1.5220)
H (2.6978, 1.3143, 0.5195)
H (4.9463, 1.6565, 2.1252)
H (4.3828, 3.2412, 3.9916)
H (1.6307, 3.7917, 3.5946)
N (-0.3418, -6.0184, 3.7730)
C (-0.5353, -4.6840, 3.5326)
C (0.5958, -3.9943, 3.7426)
C (1.5305, -4.9523, 4.1068)
C (0.9432, -6.2705, 4.0009)
H (-1.0822, -6.6920, 3.6380)
H (-1.5366, -4.3577, 3.2932)
H (0.6858, -2.9266, 3.6074)
H (2.5223, -4.5985, 4.3466)
H (1.2902, -7.2720, 4.2087)

Results
* relative energy (zero: lowest compared OMol25 entry of this formula, charge and spin): 847.72 kJ/mol
* LUMO level: -1.60 eV
* orbital gap: 6.5 eV
* E_HOMO: -0.299 hartree

Results of the Löwdin charge analysis, in e, for atoms 1 through 2: atom 1 (Ca): 1.539, atom 2 (C): -0.619

=====

# 3
Density functional theory data (wB97M-V/def2-TZVPD) for C40H50Cl2N6O10S2SiV as an isolated structure.

Geometry (Å):
V (0.8052, -0.9014, -0.5922)
C (0.2832, 2.4550, 2.7219)
C (-0.9555, 1.5678, 2.8539)
C (-2.1964, 2.4128, 3.1230)
C (-0.7548, 0.5464, 3.9734)
O (-1.1016, 0.8351, 1.6331)
Si (-2.3911, 0.2997, 0.8442)
S (-1.5123, -0.8906, -0.7371)
O (-3.1881, 1.5234, 0.1728)
C (-4.4996, 1.7321, -0.3471)
C (-4.9556, 0.5226, -1.1583)
C (-4.4112, 2.9617, -1.2511)
C (-5.4415, 1.9863, 0.8281)
O (-3.4654, -0.6028, 1.6679)
C (-3.5762, -1.9609, 2.0829)
C (-2.2165, -2.6530, 2.1084)
C (-4.2015, -1.9405, 3.4804)
C (-4.4969, -2.6820, 1.0959)
H (0.4526, 2.9827, 3.6560)
H (0.1495, 3.1830, 1.9278)
H (1.1543, 1.8480, 2.4928)
H (-2.0603, 2.9851, 4.0368)
H (-3.0667, 1.7695, 3.2253)
H (-2.3717, 3.0959, 2.2972)
H (-0.5650, 1.0564, 4.9127)
H (0.0965, -0.0899, 3.7403)
H (-1.6459, -0.0698, 4.0751)
H (-4.1749, 0.2450, -1.8610)
H (-5.8662, 0.7599, -1.7022)
H (-5.1363, -0.3182, -0.4985)
H (-3.7402, 2.7555, -2.0806)
H (-4.0287, 3.8026, -0.6814)
H (-5.3899, 3.2166, -1.6464)
H (-5.4047, 1.1340, 1.4994)
H (-6.4597, 2.1290, 0.4781)
H (-5.1237, 2.8721, 1.3700)
H (-1.5064, -2.0725, 2.6902)
H (-1.8343, -2.7413, 1.0925)
H (-2.3099, -3.6446, 2.5432)
H (-3.5462, -1.4260, 4.1775)
H (-4.3685, -2.9531, 3.8354)
H (-5.1531, -1.4164, 3.4533)
H (-4.0849, -2.5973, 0.0937)
H (-5.4860, -2.2329, 1.1103)
H (-4.5885, -3.7320, 1.3597)
C (7.7583, -3.2466, 0.7047)
C (6.4487, -2.7474, 1.2276)
C (6.2086, -1.3790, 1.3190)
C (4.9752, -0.9095, 1.7292)
C (3.9673, -1.8010, 2.0610)
C (4.2111, -3.1611, 2.0385)
C (5.4484, -3.6277, 1.6215)
S (2.3537, -1.0868, 2.4302)
O (2.5446, 0.3340, 2.4173)
O (1.8590, -1.6939, 3.6409)
N (1.4246, -1.4743, 1.1510)
C (1.0335, -2.7425, 0.9342)
C (0.9605, -3.8205, 1.8275)
C (0.5015, -5.0295, 1.3474)
C (0.1091, -5.1438, 0.0129)
C (0.1905, -4.0263, -0.7960)
N (0.6636, -2.8681, -0.3536)
H (8.0426, -2.6868, -0.1845)
H (7.7030, -4.3030, 0.4555)
H (8.5423, -3.1108, 1.4486)
H (6.9893, -0.6816, 1.0536)
H (4.7657, 0.1476, 1.7966)
H (3.4444, -3.8538, 2.3399)
H (5.6338, -4.6917, 1.6027)
H (1.2259, -3.6554, 2.8609)
H (0.4347, -5.8802, 2.0124)
H (-0.2535, -6.0795, -0.3857)
H (-0.1348, -4.0518, -1.8280)
Cl (2.0486, -3.0050, -3.3490)
C (1.3781, -1.6949, -4.2184)
C (1.3812, -1.6115, -5.6111)
C (0.8164, -0.5170, -6.2224)
Cl (0.8326, -0.4272, -7.9413)
C (0.1938, 0.5154, -5.4803)
C (-0.4638, 1.6305, -6.0384)
C (-1.0780, 2.5328, -5.2110)
C (-1.0268, 2.3251, -3.8222)
N (-0.4110, 1.3183, -3.2677)
C (0.1870, 0.4208, -4.0625)
C (0.8116, -0.6985, -3.4325)
O (0.8177, -0.7982, -2.1539)
H (1.8158, -2.4111, -6.1885)
H (-0.5012, 1.7548, -7.1096)
H (-1.6077, 3.3842, -5.6103)
H (-1.5324, 2.9976, -3.1415)
N (4.0739, -0.9239, -2.1868)
N (3.4268, -1.2661, -0.9555)
H (5.0246, -0.5854, -2.0168)
H (3.5473, -0.1350, -2.5641)
H (3.5830, -0.5654, -0.2244)
H (3.8007, -2.1609, -0.6406)
O (2.3419, 1.3627, -1.8922)
C (1.5663, 1.7059, -0.9949)
O (1.0009, 0.9212, -0.1842)
C (1.2421, 3.1727, -0.8433)
C (2.2004, 4.1201, -1.1863)
C (1.9099, 5.4732, -1.1192)
C (0.6494, 5.8824, -0.7317)
C (-0.3071, 4.9310, -0.3877)
C (-0.0249, 3.5701, -0.4340)
N (-1.6081, 5.3940, 0.0173)
O (-2.3701, 4.6015, 0.5319)
O (-1.8767, 6.5644, -0.1663)
H (3.1696, 3.7731, -1.5090)
H (2.6591, 6.2099, -1.3650)
H (0.3822, 6.9272, -0.6914)
H (-0.7698, 2.8295, -0.1775)

Results
* relative energy (zero: lowest compared OMol25 entry of this formula, charge and spin): 212.05 kJ/mol
* LUMO level (alpha / beta): -1.02 / -0.67 eV
* 2S+1: 2
* orbital gap (alpha / beta): 6.9 / 7.4 eV
* E_HOMO (alpha / beta): -0.292 / -0.296 hartree

Results of the Löwdin charge analysis, in e, for atoms 1 through 2: atom 1 (V): 0.793, atom 2 (C): -0.001

=====

# 4
Density functional theory data (wB97M-V/def2-TZVPD) for C40H50F3N4PPdSb as an isolated structure.

Geometry (Å):
Pd (0.0000, 0.0000, 0.0000)
F (5.8107, -5.1098, -2.0820)
C (5.1498, -4.0131, -1.6364)
C (5.5029, -2.7456, -2.1086)
C (4.8229, -1.6153, -1.6486)
C (3.7850, -1.7472, -0.7138)
C (3.4331, -3.0167, -0.2433)
C (4.1152, -4.1485, -0.7040)
Sb (2.7418, 0.0000, 0.0000)
C (2.4160, 0.5094, -2.0795)
C (1.9017, -0.4825, -2.9300)
C (1.6613, -0.2064, -4.2785)
C (1.9301, 1.0658, -4.7885)
F (1.6969, 1.3353, -6.0966)
C (2.4334, 2.0618, -3.9465)
C (2.6713, 1.7862, -2.5952)
C (4.6864, 0.8063, 0.5166)
C (5.5858, -0.0191, 1.2104)
C (6.8482, 0.4554, 1.5750)
C (7.2218, 1.7621, 1.2538)
F (8.4463, 2.2236, 1.6081)
C (6.3284, 2.5948, 0.5738)
C (5.0629, 2.1205, 0.2099)
H (6.3031, -2.6373, -2.8297)
H (5.1027, -0.6371, -2.0176)
H (2.6347, -3.1252, 0.4786)
H (3.8423, -5.1296, -0.3379)
H (1.6835, -1.4706, -2.5458)
H (1.2650, -0.9785, -4.9256)
H (2.6362, 3.0497, -4.3396)
H (3.0467, 2.5705, -1.9649)
H (5.3077, -1.0317, 1.4711)
H (7.5340, -0.1905, 2.1082)
H (6.6143, 3.6101, 0.3315)
H (4.3869, 2.7831, -0.2991)
C (0.0000, 2.0892, 0.0000)
C (0.1396, 1.9685, 1.4406)
C (-0.9767, 2.0959, 2.2720)
C (-0.8323, 2.0317, 3.6603)
C (0.4280, 1.8388, 4.2228)
C (1.5447, 1.7085, 3.3990)
C (1.4011, 1.7755, 2.0113)
H (0.8480, 2.4528, -0.6178)
H (-0.9473, 2.4476, -0.4563)
H (-1.9654, 2.2557, 1.8497)
H (-1.7036, 2.1381, 4.3011)
H (0.5405, 1.7929, 5.3030)
H (2.5286, 1.5599, 3.8357)
H (2.2823, 1.6788, 1.3821)
N (-1.9980, 0.0000, 0.0000)
P (-3.6357, -0.1469, -0.0935)
N (-4.3565, 1.2722, 0.2600)
C (-3.6249, 2.5328, 0.3024)
C (-4.5134, 3.7702, 0.1917)
C (-5.6019, 3.7874, 1.2587)
C (-6.1231, 2.3891, 1.5786)
C (-5.7945, 1.3833, 0.4788)
N (-4.1652, -1.1927, 1.0473)
C (-3.4585, -1.3054, 2.3219)
C (-4.3945, -1.6153, 3.4886)
C (-5.2340, -2.8535, 3.2137)
C (-5.9549, -2.7036, 1.8827)
C (-4.9830, -2.3632, 0.7522)
N (-4.0704, -0.6298, -1.6002)
C (-4.3110, 0.3529, -2.6631)
C (-3.0333, 0.7530, -3.3974)
C (-2.3595, -0.4683, -4.0096)
C (-2.1674, -1.5581, -2.9629)
C (-3.4564, -1.8323, -2.1836)
H (-2.9011, 2.5679, -0.5195)
H (-3.0540, 2.5795, 1.2373)
H (-4.9797, 3.7910, -0.8021)
H (-3.9067, 4.6798, 0.2667)
H (-6.4252, 4.4267, 0.9184)
H (-5.2187, 4.2446, 2.1789)
H (-7.2061, 2.4273, 1.7437)
H (-5.6807, 2.0462, 2.5233)
H (-6.2935, 1.6692, -0.4545)
H (-6.2221, 0.4175, 0.7656)
H (-2.9489, -0.3632, 2.5552)
H (-2.6807, -2.0749, 2.2447)
H (-5.0556, -0.7568, 3.6638)
H (-3.8098, -1.7597, 4.4041)
H (-5.9598, -3.0035, 4.0205)
H (-4.5892, -3.7402, 3.1879)
H (-6.7114, -1.9126, 1.9646)
H (-6.4885, -3.6306, 1.6444)
H (-5.5869, -2.1932, -0.1453)
H (-4.3374, -3.2251, 0.5469)
H (-4.7990, 1.2510, -2.2756)
H (-5.0263, -0.0693, -3.3813)
H (-2.3429, 1.2531, -2.7081)
H (-3.2720, 1.4738, -4.1876)
H (-1.3943, -0.1893, -4.4461)
H (-2.9812, -0.8551, -4.8265)
H (-1.3663, -1.2647, -2.2762)
H (-1.8333, -2.4800, -3.4529)
H (-3.2418, -2.5717, -1.4059)
H (-4.1860, -2.3094, -2.8508)
H (0.0000, -1.6918, 0.0000)

Results
* LUMO level: 2.50 eV
* net charge: -1
* orbital gap: 5.2 eV
* E_HOMO: -0.099 hartree

Results of the Löwdin charge analysis, in e, for atoms 1 through 2: atom 1 (Pd): 0.374, atom 2 (F): 0.037

=====

Molecular weight (g mol⁻¹)
948.9 1379.2 988.9 903.0